[1]
The following is a DFT calculation (ωB97M-V/def2-TZVPD) of a structure of composition C35H25N7O2SV.

Output
⟨S²⟩ = 0.77
Frontier orbital gap (spin up / spin down) = 0.1749 / 0.2017 Eh
Charge = +4
Largest force on an atom = 0.5 eV Å⁻¹
2S+1 = 2

Element x y z (Å)
V: 0.02 0.02 -0.05
C: -2.94 -2.75 1.38
O: -3.56 -1.42 1.14
C: -2.65 -0.61 0.79
N: -1.43 -1.10 0.61
C: -1.50 -2.59 0.82
C: -0.40 -3.12 1.69
C: -0.11 -2.53 2.92
C: 0.88 -3.08 3.73
C: 1.57 -4.21 3.31
C: 1.28 -4.80 2.09
C: 0.29 -4.25 1.28
C: -2.84 0.81 0.48
C: -3.99 1.58 0.51
C: -3.89 2.91 0.08
C: -2.67 3.41 -0.38
C: -1.58 2.55 -0.37
N: -1.67 1.29 0.05
C: -0.18 2.78 -0.76
N: 0.65 1.75 -0.65
C: 2.04 2.26 -0.90
C: 1.75 3.68 -1.44
O: 0.30 3.89 -1.12
C: 2.84 1.37 -1.81
C: 2.30 0.88 -3.00
C: 3.08 0.10 -3.84
C: 4.40 -0.18 -3.50
C: 4.94 0.31 -2.32
C: 4.16 1.08 -1.47
H: -3.55 -3.48 0.86
H: -2.97 -2.91 2.45
H: -1.43 -3.05 -0.17
H: -0.68 -1.67 3.27
H: 1.09 -2.64 4.70
H: 2.32 -4.65 3.96
H: 1.79 -5.70 1.78
H: 0.05 -4.73 0.33
H: -4.93 1.17 0.86
H: -4.76 3.54 0.09
H: -2.57 4.43 -0.73
H: 2.53 2.31 0.07
H: 1.85 3.78 -2.51
H: 2.29 4.47 -0.92
H: 1.29 1.13 -3.30
H: 2.68 -0.26 -4.78
H: 5.02 -0.76 -4.17
H: 5.98 0.12 -2.07
H: 4.59 1.49 -0.56
S: 5.96 -4.32 0.15
N: 5.42 -3.25 1.21
C: 4.30 -2.74 0.72
C: 3.49 -1.72 1.34
C: 3.77 -1.08 2.56
C: 2.92 -0.10 3.04
C: 1.80 0.25 2.31
N: 1.52 -0.35 1.13
C: 2.34 -1.34 0.67
C: 1.96 -1.93 -0.58
N: 0.80 -1.45 -1.12
C: 0.37 -1.94 -2.30
C: 1.09 -2.92 -2.98
C: 2.27 -3.40 -2.44
C: 2.73 -2.90 -1.21
C: 3.93 -3.31 -0.53
N: 4.79 -4.23 -0.95
H: 4.66 -1.37 3.12
H: 3.12 0.41 3.98
H: 1.12 1.01 2.65
H: -0.55 -1.54 -2.71
H: 0.71 -3.29 -3.92
H: 2.85 -4.16 -2.95

[2]
The following is a DFT calculation (ωB97M-V/def2-TZVPD) of a structure of composition C34H29IrN4O7S.

Output
⟨S²⟩ = 8.78
Frontier orbital gap (spin up / spin down) = 0.2820 / 0.1998 Eh
Charge = -1
ΔE to the lowest compared entry with this formula, charge and spin = 22.6 kcal per mole
Largest force on an atom = 0.5 eV Å⁻¹
2S+1 = 6

Element x y z (Å)
Ir: -0.14 -0.76 0.22
O: 1.85 2.06 3.42
C: 0.94 3.04 3.39
C: 1.00 4.01 4.40
C: 0.10 5.05 4.43
C: -0.90 5.15 3.46
C: -0.97 4.20 2.47
C: -0.06 3.14 2.41
C: -0.17 2.12 1.32
O: 0.62 1.10 1.38
N: -1.03 2.31 0.38
N: -0.97 1.25 -0.56
C: -1.04 1.64 -1.77
C: -1.08 0.83 -2.97
C: -0.91 1.47 -4.20
C: -0.96 0.77 -5.39
C: -1.22 -0.60 -5.34
C: -1.41 -1.25 -4.14
C: -1.35 -0.55 -2.91
O: -1.57 -1.16 -1.78
H: 1.63 1.44 2.67
H: 1.79 3.91 5.14
H: 0.17 5.79 5.22
H: -1.61 5.97 3.49
H: -1.73 4.25 1.70
H: -1.09 2.72 -1.92
H: -0.72 2.54 -4.21
H: -0.82 1.27 -6.34
H: -1.26 -1.17 -6.26
H: -1.61 -2.31 -4.11
O: 2.65 -3.23 1.56
C: 2.08 -2.22 1.93
O: 1.76 -1.21 1.22
C: 1.82 -2.05 3.42
C: 2.74 -2.63 4.28
C: 2.67 -2.44 5.66
C: 1.65 -1.66 6.20
C: 0.72 -1.09 5.36
C: 0.77 -1.28 3.97
S: -0.53 -0.61 3.06
H: 3.52 -3.23 3.84
H: 3.41 -2.90 6.30
H: 1.60 -1.50 7.27
H: -0.09 -0.48 5.76
C: 3.38 -6.40 -4.87
C: 2.75 -5.39 -3.94
C: 1.40 -5.42 -3.66
C: 0.80 -4.49 -2.81
C: -0.66 -4.61 -2.48
C: 1.60 -3.48 -2.27
C: 2.98 -3.43 -2.53
C: 3.84 -2.38 -1.89
C: 3.53 -4.39 -3.35
C: 0.99 -2.46 -1.38
O: 1.16 -1.22 -1.59
O: 0.24 -2.84 -0.43
H: 2.70 -7.23 -5.05
H: 4.30 -6.80 -4.45
H: 3.63 -5.94 -5.83
H: 0.78 -6.20 -4.09
H: -1.18 -5.16 -3.28
H: -1.14 -3.64 -2.34
H: -0.79 -5.16 -1.55
H: 3.70 -2.38 -0.81
H: 3.58 -1.38 -2.25
H: 4.89 -2.57 -2.11
H: 4.60 -4.37 -3.55
N: -3.27 -1.50 0.01
C: -4.36 -2.13 0.46
C: -4.00 -2.83 1.60
C: -2.63 -2.56 1.75
N: -2.21 -1.76 0.77
H: -3.03 -1.10 -0.90
H: -5.30 -2.06 -0.06
H: -4.62 -3.44 2.22
H: -1.94 -2.92 2.49

[3]
The following is a DFT calculation (ωB97M-V/def2-TZVPD) of a structure of composition C14H27AlIN2O5 at a distorted geometry.

Output
Frontier orbital gap = 0.2917 Eh
Charge = -1
Largest force on an atom = 1.6 eV Å⁻¹
2S+1 = 1

Element x y z (Å)
C: 0.80 -0.48 2.56
C: 0.03 0.47 1.68
N: 0.38 0.50 0.45
C: -1.03 1.31 2.32
Al: -2.50 2.07 1.18
I: -1.58 3.65 -0.70
C: -3.62 3.31 2.40
C: -2.78 4.42 2.85
O: -2.91 5.61 2.54
C: -3.78 0.69 0.45
C: -3.62 0.26 -1.01
C: -2.57 -0.85 -1.14
C: -1.89 -0.92 -2.49
N: -0.99 0.23 -2.73
C: 0.30 -0.04 -3.16
C: 1.03 -1.14 -2.45
O: 0.85 0.63 -4.03
H: 0.94 -1.43 2.06
H: 1.78 -0.05 2.76
H: 0.30 -0.62 3.51
H: -0.19 1.20 -0.04
H: -1.52 0.68 3.07
H: -0.55 2.09 2.90
H: -3.90 2.70 3.25
H: -4.47 3.72 1.87
H: -1.94 4.13 3.52
H: -4.77 1.12 0.59
H: -3.69 -0.20 1.07
H: -3.39 1.10 -1.66
H: -4.56 -0.17 -1.36
H: -1.83 -0.72 -0.36
H: -3.06 -1.81 -0.94
H: -1.36 -1.86 -2.61
H: -2.67 -0.90 -3.25
H: -1.39 0.86 -3.41
H: 0.95 -2.05 -3.03
H: 2.08 -0.87 -2.43
H: 0.66 -1.33 -1.45
C: 5.64 -4.23 -0.30
O: 4.47 -3.43 -0.30
C: 4.70 -2.11 -0.23
O: 5.80 -1.61 -0.18
O: 3.54 -1.48 -0.24
C: 3.63 -0.05 -0.17
H: 5.31 -5.26 -0.36
H: 6.26 -4.00 -1.17
H: 6.22 -4.08 0.61
H: 4.17 0.33 -1.04
H: 4.13 0.26 0.74
H: 2.61 0.32 -0.17

[4]
The following is a DFT calculation (ωB97M-V/def2-TZVPD) of a cluster of 2 separate species, C4H7Br2N2 in total at a distorted geometry.

Output
Frontier orbital gap = 0.2655 Eh
Charge = +1
ΔE to the lowest compared entry with this formula, charge and spin = 98.1 kcal per mole
Largest force on an atom = 4.8 eV Å⁻¹
2S+1 = 1

Element x y z (Å)
C: 1.04 -1.43 -0.23
C: 1.42 -2.67 -2.28
C: 1.28 1.46 -0.14
C: 0.06 1.30 1.78
N: 1.37 -1.97 -1.26
N: 1.38 1.28 1.09
Br: 1.54 -1.78 1.49
Br: 2.71 1.83 -1.44
H: 2.10 -2.38 -3.05
H: 0.78 -3.57 -2.39
H: 0.23 1.35 -0.64
H: -0.63 1.94 1.29
H: -0.31 0.30 1.94
H: 0.28 1.70 2.71
H: 2.25 1.50 1.60

[5]
The following is a DFT calculation (ωB97M-V/def2-TZVPD) of a cluster of 2 separate species, C3H6OS2 in total at a distorted geometry.

Output
⟨S²⟩ = 0.76
Frontier orbital gap (spin up / spin down) = 0.1635 / 0.1703 Eh
Charge = +1
ΔE to the lowest compared entry with this formula, charge and spin = 98.0 kcal per mole
Largest force on an atom = 3.8 eV Å⁻¹
2S+1 = 2

Element x y z (Å)
C: -0.32 0.65 -1.01
C: -0.91 1.41 0.15
O: -1.11 2.59 0.18
C: 0.53 -0.60 -0.41
S: -0.39 -2.11 -0.69
S: 1.30 -1.00 2.54
H: -0.98 0.16 -1.73
H: 0.42 1.18 -1.61
H: -1.26 0.80 1.01
H: 1.35 -1.12 -0.96
H: 0.92 -0.10 0.50
H: 0.45 -1.86 2.02

Going through the records in order, we get DFT total energy values of -87711.6718; -69695.3838; -42876.0040; -147315.8786; -26911.6888 eV.